Formula: C43H43N14O2S4Sr
Source: the OMol25 dataset
Level of theory: ωB97M-V with the def2-TZVPD basis set

The total charge is -1. The energy above the lowest of the compared OMol25 structures with the same formula, charge and spin comes out at 250.6 kJ/mol. The maximum force comes out at 4.953 eV/A. For the HOMO-LUMO gap, the calculation gives 6.5 eV. As for the molar mass: 1003.8 g/mol. As for the total energy: -114425.522 eV. The LUMO energy comes out at 2.103 eV.

CARTESIAN COORDINATES (ANGSTROEM)
Sr  -0.70  0.78  1.10
C  4.79  -1.83  -3.28
C  4.91  -1.57  -1.77
C  6.30  -2.01  -1.29
C  4.79  -0.07  -1.53
C  3.84  -2.36  -1.03
C  3.89  -3.77  -1.05
C  2.96  -4.54  -0.38
C  1.95  -3.90  0.32
S  0.70  -4.56  1.31
C  0.14  -2.91  1.64
N  0.80  -1.99  1.05
C  1.85  -2.50  0.31
C  2.80  -1.74  -0.35
C  -0.97  -2.68  2.57
C  -1.34  -3.70  3.46
C  -2.33  -3.47  4.39
C  -2.94  -2.22  4.41
C  -2.58  -1.25  3.49
C  -1.59  -1.42  2.50
H  5.57  -1.30  -3.82
H  3.82  -1.50  -3.64
H  4.89  -2.89  -3.50
H  7.07  -1.40  -1.76
H  6.51  -3.05  -1.55
H  6.39  -1.91  -0.21
H  5.60  0.45  -2.04
H  4.84  0.18  -0.48
H  3.85  0.32  -1.93
H  4.68  -4.26  -1.59
H  3.04  -5.62  -0.39
H  2.71  -0.67  -0.31
H  -0.84  -4.66  3.45
H  -2.61  -4.25  5.09
H  -3.71  -2.00  5.15
H  -3.10  -0.30  3.54
C  -4.04  -1.19  0.18
C  -4.63  -0.06  0.95
N  -3.93  0.76  1.63
C  -4.70  1.67  2.28
C  -6.05  1.55  2.08
S  -6.33  0.23  1.04
C  -4.00  2.61  3.15
C  -4.49  3.69  3.81
S  -3.23  4.41  4.72
C  -2.14  3.22  4.12
N  -2.68  2.36  3.33
C  -0.69  3.21  4.50
H  -3.03  -1.37  0.54
H  -3.99  -0.93  -0.88
H  -4.64  -2.09  0.29
H  -6.84  2.14  2.50
H  -5.49  4.08  3.80
H  -0.55  3.56  5.52
H  -0.11  3.84  3.83
H  -0.32  2.18  4.43
N  1.94  4.76  -4.67
C  1.56  4.46  -3.36
C  0.26  4.04  -3.09
C  -0.10  3.70  -1.79
C  0.82  3.78  -0.78
C  2.12  4.20  -1.03
C  2.49  4.53  -2.32
S  0.37  3.39  0.88
O  -1.06  3.03  0.83
O  0.70  4.53  1.71
N  1.16  2.08  1.21
C  1.79  1.74  2.39
N  1.40  0.54  2.89
C  1.99  0.13  3.99
C  2.98  0.89  4.62
C  3.30  2.10  4.02
N  2.72  2.54  2.91
H  1.18  5.04  -5.27
H  2.73  5.38  -4.75
H  -0.48  3.99  -3.88
H  -1.11  3.40  -1.58
H  2.84  4.26  -0.22
H  3.50  4.85  -2.53
H  1.66  -0.82  4.38
H  3.47  0.55  5.52
H  4.05  2.74  4.45
N  -2.32  0.46  -0.79
C  -2.99  1.26  -1.31
N  -3.82  2.00  -1.95
C  -3.57  3.22  -2.31
N  -3.44  4.31  -2.69
N  0.10  -0.74  -1.97
C  0.29  -0.73  -3.29
C  1.21  0.27  -3.55
C  1.49  0.81  -2.29
N  0.82  0.19  -1.33
H  -0.56  -1.32  -1.45
H  -0.23  -1.41  -3.93
H  1.59  0.58  -4.51
H  2.16  1.62  -2.03
C  -2.67  -4.85  -3.85
N  -3.15  -3.71  -3.09
C  -4.57  -3.41  -3.13
C  -2.45  -3.30  -2.05
N  -1.84  -2.91  -1.15
H  -2.76  -4.65  -4.91
H  -3.26  -5.75  -3.61
H  -1.63  -5.04  -3.60
H  -4.86  -3.18  -4.16
H  -4.77  -2.55  -2.50
H  -5.16  -4.26  -2.78